1.
{"formula": "C6H11NO4S", "method": "ωB97M-V/def2-TZVPD", "smiles": "CC1=C[C@H](S(N)(=O)=O)[C@@](C)(O)O1", "relative_energy_kcal_mol": 53.5, "energy_ev": -26913.9860, "homo_lumo_gap_ev": 9.306, "fmax_ev_per_a": 3.921, "elements": ["C", "C", "C", "C", "S", "N", "O", "O", "C", "C", "O", "O", "H", "H", "H", "H", "H", "H", "H", "H", "H", "H", "H"], "coordinates": [[-1.939, -2.359, 0.437], [-1.007, -1.257, 0.072], [0.216, -1.024, 0.567], [0.753, 0.176, -0.170], [1.348, 1.367, 1.123], [2.409, 0.444, 1.962], [2.031, 2.449, 0.491], [0.250, 1.651, 1.970], [-0.345, 0.484, -1.223], [-0.676, 1.920, -1.247], [0.229, -0.018, -2.437], [-1.510, -0.377, -0.802], [-2.491, -2.594, -0.457], [-2.619, -1.959, 1.194], [-1.399, -3.182, 0.630], [0.815, -1.508, 1.327], [1.656, -0.279, -0.644], [2.945, -0.057, 1.275], [1.918, -0.229, 2.557], [0.236, 2.505, -1.433], [-0.943, 2.030, -0.142], [-1.411, 2.189, -1.994], [-0.466, -0.371, -3.058]], "atomic_forces_ev_per_a": [[-1.5287, 3.3508, -1.3462], [0.4576, -1.1913, 1.6950], [-0.8796, 0.7794, -0.8575], [1.3706, -1.5601, 0.9690], [-0.8267, 0.0481, -1.9574], [-0.1872, -0.2976, 0.2954], [0.5980, -0.1158, -0.0750], [-0.8676, 0.1303, 1.1072], [1.0291, -1.3362, -0.2795], [-0.0931, 0.3283, 1.6684], [-1.5342, -0.5495, -0.3287], [1.6196, 1.6765, -1.3989], [-0.5919, -0.0338, -0.2819], [0.0447, -0.6563, 0.1239], [1.6808, -2.9488, 1.5773], [-0.5655, -0.4800, -0.2898], [-0.3272, 1.2518, -0.2491], [0.7697, -0.2241, -0.0670], [0.1523, 0.4714, -0.1218], [-0.2584, -0.2950, 0.0884], [-0.3649, 0.8982, -1.6379], [-0.4719, 0.0276, 0.2576], [0.7748, 0.7261, 1.1086]]}



2.
{"formula": "C43H60N5P2SiZn", "method": "ωB97M-V/def2-TZVPD", "total_charge": 1, "energy_ev": -127886.7830, "homo_lumo_gap_ev": 6.745, "fmax_ev_per_a": 0.400, "elements": ["Zn", "C", "Si", "C", "C", "C", "C", "C", "C", "P", "C", "C", "C", "C", "C", "C", "C", "C", "C", "C", "C", "C", "C", "C", "C", "C", "C", "C", "P", "C", "C", "C", "C", "C", "C", "C", "C", "C", "C", "C", "C", "H", "H", "H", "H", "H", "H", "H", "H", "H", "H", "H", "H", "H", "H", "H", "H", "H", "H", "H", "H", "H", "H", "H", "H", "H", "H", "H", "H", "H", "H", "H", "H", "H", "H", "H", "H", "H", "H", "H", "H", "H", "H", "H", "H", "H", "H", "H", "H", "H", "H", "H", "H", "H", "H", "H", "N", "C", "N", "C", "N", "C", "C", "N", "C", "C", "N", "H", "H", "H", "H", "H"], "coordinates": [[-0.557, -1.469, 0.281], [1.206, -2.240, 3.573], [0.425, -1.010, 2.367], [-0.864, -0.054, 3.376], [-0.922, -0.191, 4.767], [-1.937, 0.386, 5.517], [-2.927, 1.119, 4.882], [-2.885, 1.282, 3.506], [-1.863, 0.712, 2.747], [-1.717, 0.984, 0.943], [-3.419, 1.453, 0.409], [-3.417, 1.961, -1.051], [-4.739, 1.656, -1.772], [-5.908, 1.766, -0.799], [-5.818, 0.672, 0.279], [-4.365, 0.257, 0.560], [-0.734, 2.553, 0.937], [-1.477, 3.783, 1.459], [-0.532, 4.984, 1.530], [0.116, 5.261, 0.177], [0.853, 4.026, -0.336], [-0.093, 2.830, -0.419], [1.833, 0.167, 1.836], [2.370, 0.991, 2.832], [3.472, 1.798, 2.609], [4.088, 1.779, 1.366], [3.575, 0.983, 0.356], [2.440, 0.190, 0.556], [1.748, -0.835, -0.810], [2.905, -2.273, -0.949], [2.833, -3.150, 0.306], [3.925, -4.215, 0.270], [5.322, -3.567, 0.352], [5.296, -2.100, -0.092], [4.371, -1.907, -1.292], [2.002, -0.045, -2.495], [0.676, -0.129, -3.266], [0.880, 0.113, -4.770], [2.033, 1.091, -5.042], [2.158, 2.085, -3.894], [2.591, 1.375, -2.601], [1.814, -1.729, 4.326], [1.857, -2.950, 3.059], [0.436, -2.807, 4.103], [-0.164, -0.772, 5.279], [-1.959, 0.258, 6.591], [-3.729, 1.567, 5.454], [-3.665, 1.864, 3.031], [-3.777, 2.261, 1.052], [-2.572, 1.528, -1.600], [-3.248, 3.040, -1.057], [-4.727, 0.642, -2.190], [-4.866, 2.339, -2.613], [-6.859, 1.698, -1.327], [-5.883, 2.756, -0.336], [-6.387, -0.206, -0.032], [-6.281, 1.029, 1.201], [-4.050, -0.527, -0.134], [-4.289, -0.172, 1.561], [0.073, 2.321, 1.643], [-1.899, 3.583, 2.447], [-2.311, 4.024, 0.790], [0.250, 4.775, 2.268], [-1.074, 5.864, 1.882], [0.798, 6.111, 0.249], [-0.661, 5.539, -0.545], [1.674, 3.779, 0.347], [1.299, 4.226, -1.314], [0.437, 1.936, -0.746], [-0.871, 3.038, -1.164], [1.904, 0.998, 3.814], [3.858, 2.428, 3.400], [4.968, 2.381, 1.181], [4.081, 0.981, -0.598], [2.483, -2.852, -1.780], [1.845, -3.605, 0.377], [2.964, -2.529, 1.198], [3.824, -4.787, -0.658], [3.789, -4.925, 1.086], [6.021, -4.126, -0.274], [5.704, -3.628, 1.372], [6.305, -1.771, -0.346], [4.962, -1.462, 0.730], [4.716, -2.549, -2.107], [4.448, -0.884, -1.666], [2.691, -0.739, -2.987], [-0.017, 0.607, -2.842], [0.224, -1.110, -3.109], [-0.045, 0.507, -5.198], [1.076, -0.837, -5.272], [1.878, 1.605, -5.991], [2.974, 0.543, -5.138], [1.199, 2.591, -3.743], [2.884, 2.864, -4.135], [2.299, 1.981, -1.750], [3.682, 1.316, -2.581], [-3.196, -2.148, -3.175], [-2.513, -1.258, -2.456], [-1.955, -1.866, -1.430], [-2.357, -3.164, -1.581], [-3.107, -3.377, -2.633], [-1.960, -4.189, -0.615], [-2.373, -5.514, -0.664], [-2.007, -6.378, 0.273], [-1.240, -5.921, 1.257], [-0.816, -4.600, 1.304], [-1.171, -3.743, 0.355], [-3.730, -2.003, -4.016], [-2.452, -0.210, -2.696], [-3.009, -5.869, -1.466], [-0.958, -6.623, 2.032], [-0.187, -4.220, 2.100]], "atomic_forces_ev_per_a": [[0.1193, 0.1341, -0.3572], [0.0506, 0.0066, -0.0033], [-0.0955, -0.1442, 0.0572], [0.0901, 0.0659, 0.0593], [0.0183, 0.0111, -0.0301], [0.0147, -0.0116, -0.0008], [-0.0079, 0.0058, 0.0011], [-0.0027, 0.0092, -0.0099], [-0.0766, 0.0122, 0.0089], [-0.0878, -0.0655, 0.0626], [0.0319, -0.0785, -0.0635], [-0.0458, -0.0273, 0.0195], [0.0154, 0.0204, 0.0322], [0.0117, -0.0159, 0.0094], [0.0125, 0.0107, -0.0025], [-0.0245, 0.0810, 0.0085], [-0.0402, -0.0253, -0.0174], [0.0389, 0.0132, 0.0383], [0.0031, -0.0134, -0.0072], [-0.0088, -0.0167, 0.0040], [-0.0101, -0.0282, 0.0039], [-0.0264, 0.1059, -0.0404], [0.0749, 0.0051, -0.1330], [-0.0209, -0.0134, -0.0388], [-0.0041, 0.0140, 0.0013], [0.0243, 0.0174, 0.0107], [-0.0140, -0.0278, -0.0203], [-0.0608, 0.0274, 0.0970], [-0.1357, 0.0545, 0.1379], [-0.0647, -0.0483, 0.0423], [0.0651, 0.0265, 0.0179], [0.0167, 0.0344, -0.0009], [-0.0075, 0.0068, -0.0071], [-0.0050, -0.0142, -0.0237], [0.0047, -0.0102, 0.0185], [-0.0993, -0.0608, 0.0210], [0.0389, 0.0095, 0.0325], [0.0203, 0.0206, 0.0028], [-0.0013, -0.0044, 0.0318], [0.0045, -0.0179, -0.0009], [-0.0533, -0.0196, -0.0836], [-0.0137, -0.0137, -0.0196], [-0.0146, 0.0259, 0.0264], [0.0005, -0.0015, -0.0239], [-0.0237, 0.0099, -0.0023], [0.0064, 0.0002, -0.0096], [0.0052, -0.0050, -0.0058], [0.0070, -0.0091, 0.0058], [-0.0107, 0.0101, -0.0017], [-0.0127, 0.0231, -0.0073], [0.0129, -0.0017, 0.0048], [0.0078, -0.0160, -0.0058], [0.0082, -0.0155, -0.0141], [-0.0013, 0.0103, 0.0082], [-0.0017, -0.0021, -0.0011], [-0.0029, 0.0046, 0.0050], [-0.0025, -0.0066, -0.0027], [-0.0020, -0.0189, -0.0238], [0.0141, -0.0222, -0.0029], [0.0574, 0.0018, 0.0085], [-0.0161, 0.0022, -0.0161], [0.0121, 0.0064, 0.0074], [-0.0069, 0.0112, 0.0055], [-0.0002, -0.0012, -0.0004], [0.0043, -0.0077, -0.0012], [0.0120, 0.0151, 0.0021], [0.0160, -0.0044, -0.0060], [0.0041, -0.0068, -0.0135], [0.0716, -0.0891, -0.0950], [0.0473, -0.0039, 0.0127], [0.0080, -0.0034, -0.0032], [0.0018, -0.0128, -0.0031], [-0.0099, 0.0024, -0.0001], [-0.0189, 0.0022, 0.0318], [0.0038, 0.0169, -0.0036], [-0.1122, -0.0437, 0.0285], [-0.0276, -0.0146, -0.0207], [0.0014, 0.0041, 0.0024], [-0.0060, -0.0084, -0.0105], [0.0007, -0.0031, 0.0084], [-0.0005, 0.0021, -0.0011], [-0.0037, 0.0157, 0.0081], [-0.0040, 0.0091, 0.0048], [-0.0044, -0.0067, 0.0035], [0.0109, -0.0064, -0.0165], [0.0168, 0.0102, -0.0087], [-0.0010, 0.0010, 0.0113], [-0.0606, -0.0308, 0.0106], [0.0058, -0.0114, 0.0029], [-0.0095, 0.0018, 0.0052], [-0.0003, -0.0026, -0.0028], [0.0052, 0.0037, -0.0103], [-0.0027, -0.0154, 0.0001], [-0.0216, 0.0208, 0.0169], [-0.0031, 0.1004, 0.1512], [-0.0082, -0.0239, -0.0312], [-0.0155, -0.0127, -0.0098], [0.0547, 0.1597, -0.0199], [0.0838, -0.1889, 0.2219], [0.0516, -0.0607, -0.1154], [-0.0177, 0.0861, 0.0342], [0.0055, -0.0071, 0.0094], [-0.0310, -0.0065, 0.0136], [0.0036, 0.0087, -0.0032], [-0.0382, -0.0267, 0.0150], [0.0498, 0.0489, -0.0692], [0.0784, 0.0525, 0.0546], [-0.0160, 0.0096, -0.0176], [0.0414, -0.0320, -0.0110], [0.0075, 0.0011, 0.0107], [0.0163, 0.0070, -0.0170], [0.0249, 0.0094, 0.0183]]}



3.
{"formula": "C22H50O16P2", "method": "ωB97M-V/def2-TZVPD", "smiles": "COP(=O)(OC)OC.COP(=O)(OC)OC.CCOC(C)=O.CCOC(C)=O.CCOC(C)=O.CCOC(C)=O", "relative_energy_kcal_mol": 19.8, "energy_ev": -74967.6164, "homo_lumo_gap_ev": 10.687, "fmax_ev_per_a": 1.834, "elements": ["C", "O", "P", "O", "O", "C", "O", "C", "H", "H", "H", "H", "H", "H", "H", "H", "H", "C", "O", "P", "O", "O", "C", "O", "C", "H", "H", "H", "H", "H", "H", "H", "H", "H", "C", "C", "O", "C", "C", "O", "H", "H", "H", "H", "H", "H", "H", "H", "C", "C", "O", "C", "C", "O", "H", "H", "H", "H", "H", "H", "H", "H", "C", "C", "O", "C", "C", "O", "H", "H", "H", "H", "H", "H", "H", "H", "C", "C", "O", "C", "C", "O", "H", "H", "H", "H", "H", "H", "H", "H"], "coordinates": [[-1.312, -6.427, -4.591], [-1.986, -6.132, -3.355], [-3.569, -6.226, -3.233], [-4.289, -6.236, -4.496], [-3.833, -7.466, -2.285], [-3.088, -8.683, -2.383], [-3.889, -4.997, -2.299], [-3.511, -4.985, -0.926], [-0.479, -5.738, -4.691], [-2.038, -6.444, -5.399], [-0.843, -7.414, -4.509], [-3.610, -9.428, -2.977], [-2.890, -9.035, -1.373], [-2.116, -8.492, -2.843], [-4.156, -4.292, -0.382], [-2.472, -4.695, -0.779], [-3.759, -5.937, -0.455], [-1.397, -1.444, -1.683], [-0.004, -1.308, -1.513], [0.709, 0.118, -1.477], [2.120, -0.016, -1.134], [-0.142, 1.006, -0.491], [0.042, 0.775, 0.915], [0.342, 0.765, -2.859], [1.181, 0.536, -4.004], [-1.735, -2.223, -0.999], [-1.726, -1.825, -2.656], [-1.983, -0.539, -1.516], [0.420, -0.207, 1.193], [-0.882, 1.060, 1.404], [0.809, 1.476, 1.257], [1.786, -0.350, -3.837], [1.810, 1.405, -4.202], [0.520, 0.469, -4.866], [4.090, -2.158, -4.465], [4.756, -1.548, -5.663], [4.209, -0.295, -6.076], [3.093, -0.340, -6.814], [2.696, 1.021, -7.337], [2.474, -1.352, -7.021], [4.068, -1.527, -3.576], [4.574, -3.110, -4.223], [3.059, -2.496, -4.616], [5.810, -1.381, -5.441], [4.774, -2.254, -6.496], [2.085, 0.970, -8.225], [3.653, 1.535, -7.449], [2.190, 1.557, -6.533], [2.264, 8.638, 2.976], [0.780, 8.457, 2.808], [0.384, 7.136, 3.212], [0.460, 6.163, 2.302], [0.225, 4.808, 2.927], [0.613, 6.340, 1.123], [2.542, 9.695, 2.927], [2.865, 8.080, 2.260], [2.614, 8.351, 3.973], [0.183, 9.137, 3.410], [0.507, 8.627, 1.765], [-0.026, 4.072, 2.170], [-0.579, 4.908, 3.652], [1.161, 4.482, 3.386], [1.041, 1.045, 4.513], [1.474, 1.862, 5.723], [2.888, 1.948, 5.761], [3.456, 2.294, 6.934], [4.948, 2.136, 6.846], [2.825, 2.653, 7.889], [1.615, 1.524, 3.712], [-0.028, 1.104, 4.317], [1.310, -0.011, 4.549], [1.004, 2.838, 5.567], [1.031, 1.446, 6.629], [5.329, 1.525, 7.661], [5.441, 3.104, 6.914], [5.170, 1.658, 5.896], [-3.963, -1.329, 0.644], [-3.344, -0.653, 1.861], [-4.338, -0.088, 2.712], [-3.932, 0.865, 3.555], [-5.041, 1.424, 4.392], [-2.795, 1.266, 3.627], [-4.039, -0.636, -0.184], [-4.897, -1.841, 0.888], [-3.334, -2.183, 0.396], [-2.643, -1.299, 2.389], [-2.755, 0.174, 1.463], [-4.750, 2.396, 4.767], [-5.230, 0.706, 5.195], [-5.996, 1.482, 3.871]], "atomic_forces_ev_per_a": [[0.2353, -0.7012, 0.4744], [0.1717, -0.1178, -0.0925], [0.3171, 0.1379, 0.0556], [-0.0774, 0.0911, -0.2766], [0.0246, -0.2078, 0.2285], [0.5011, 0.2477, -0.1179], [-0.2815, 0.0230, 0.1815], [-0.7033, -0.0840, 0.7227], [-0.3232, 0.3824, -0.2660], [0.2142, 0.3222, -0.2277], [-0.2271, -0.0228, 0.0031], [-0.2223, 0.0496, 0.0936], [-0.2391, -0.1048, 0.0216], [-0.0440, -0.0110, -0.0159], [0.0740, 0.3464, -0.4441], [0.0974, -0.1760, -0.1678], [0.4944, -0.1746, -0.1707], [-1.1850, -0.7091, -0.1077], [0.2429, 0.0696, -0.0305], [0.1246, -0.3523, 0.0741], [0.2343, -0.1405, -0.1310], [-0.3415, -0.3115, -0.1685], [0.6724, 1.1223, 0.3603], [-0.1444, 0.5842, -0.1598], [-0.2053, 0.3218, -0.0521], [0.0946, 0.2156, 0.2304], [0.7336, 0.2048, -0.2468], [0.3483, 0.1632, 0.2454], [-0.4146, -0.2603, -0.3217], [-0.0985, -0.3269, 0.1020], [-0.0412, -0.0236, -0.0217], [0.0584, -0.0538, -0.3444], [0.1622, -0.0352, 0.4436], [-0.0345, -0.4692, 0.0628], [-0.8052, -0.8405, 0.5663], [0.4717, -0.6868, -0.0155], [0.2570, 0.3309, -0.0601], [-0.8403, -0.2580, -0.2875], [1.1348, -0.0275, 1.0346], [0.0786, -0.1269, -0.0584], [0.3128, 0.1009, -0.0777], [0.3941, 0.2876, 0.1150], [-0.0113, 0.4349, -0.4504], [-0.0977, 0.4634, 0.0761], [-0.3949, 0.1375, -0.0848], [0.0131, -0.0753, -0.1119], [-0.3067, 0.3165, -0.5235], [-0.2228, -0.0251, -0.1089], [0.6866, 0.4199, 0.7789], [-0.1030, 0.0555, -0.5552], [0.1924, 0.1717, 0.3966], [-0.6431, -0.6614, -0.4784], [0.1905, 0.2683, -0.1154], [0.3683, 0.2296, -0.0983], [-0.1525, -0.0264, -0.3777], [-0.2093, -0.0080, -0.1815], [-0.2962, -0.2247, -0.0128], [0.1480, -0.0266, 0.2305], [-0.0837, -0.1722, 0.0429], [-0.1094, 0.1322, -0.1366], [0.1638, -0.2435, 0.2110], [-0.1526, 0.0462, 0.3042], [1.0022, 0.2411, -0.2538], [-1.8026, -0.2584, -0.2200], [-0.0240, -0.2931, -0.0647], [-0.0325, -0.0401, 0.0553], [0.0477, -0.0535, -0.1686], [0.0185, 0.0513, 0.1641], [-0.3706, -0.3968, -0.4635], [-0.0159, 0.2727, 0.1023], [0.1724, 0.0548, 0.1809], [0.4240, 0.2321, 0.3486], [0.4976, 0.0931, 0.2495], [-0.1771, -0.0192, 0.0873], [-0.0749, 0.0552, -0.0632], [0.2790, 0.0789, 0.0108], [-0.0246, -0.9610, 1.0113], [0.5320, 0.6233, -1.0943], [-0.3517, -0.4601, 0.1021], [0.1787, 0.6961, -0.0656], [-0.4801, -0.5349, 0.0384], [0.1068, -0.2744, -0.1001], [-0.3240, -0.1420, -0.1506], [-0.2805, 0.5451, -0.0618], [0.2717, 0.2992, -0.3695], [-0.3140, -0.0641, 0.3634], [0.1677, -0.0218, 0.2716], [0.0305, -0.0280, 0.2002], [0.1695, 0.2448, 0.2100], [0.1735, 0.0681, -0.2778]]}



Number 1: HOMO energy -8.8836 eV. Number 2: HOMO energy -9.6194 eV. Number 3: HOMO energy -10.2230 eV.